Entry 1:
Computed, not measured: one molecule with the formula C6H8O2, with the ωB97M-V functional and the def2-TZVPD basis.

Last column: Löwdin charge in e.
Geometry (Å):
C: -0.253 -0.356 -0.854  -0.5020
C: 1.176 -0.045 -0.250  0.0384
C: 0.179 0.375 0.845  -0.5762
C: -0.623 0.949 -0.071  -0.0925
C: -0.642 -0.893 1.114  0.0445
C: -0.976 -1.391 -0.107  0.0523
H: 0.094 0.107 -2.429  0.0893
H: 1.683 0.757 -0.813  0.1315
H: 1.738 -0.894 -0.279  0.0887
H: 1.607 1.340 1.846  0.2253
H: -0.228 1.936 -0.403  0.1452
H: -1.625 1.261 0.151  0.1323
H: -0.927 -1.224 2.043  0.0862
H: -1.334 -2.253 -0.692  0.1360
O: -0.397 -0.671 -2.190  0.0479
O: 0.528 1.002 2.089  -0.0470

Output
Energy above the lowest of the compared OMol25 structures with the same formula, charge and spin: 517.7 kJ/mol
E: -10441.3608 eV
Highest occupied orbital energy: -9.0 eV
Gap between HOMO and LUMO: 9.7 eV
LUMO: 0.023 hartree

---

Entry 2:
Computed, not measured: one molecule with the formula C6H8O2, with the ωB97M-V functional and the def2-TZVPD basis.

Last column: Löwdin charge in e.
Geometry (Å):
C: 0.993 -1.665 -1.028  -0.0214
C: 0.527 -0.298 -1.336  -0.3051
O: 0.786 0.602 -0.215  -0.0156
C: -0.358 0.396 0.684  -0.4245
C: 0.047 1.176 1.861  -0.0199
C: -1.005 1.657 0.870  -0.0243
O: -0.925 -0.939 0.305  0.0345
C: -0.465 -1.156 -0.984  -0.3091
H: 1.749 -1.728 -0.097  0.1686
H: 1.404 -2.125 -2.027  0.1286
H: 0.216 -0.094 -2.268  0.1216
H: -0.138 0.474 2.741  0.1440
H: 0.962 1.673 1.937  0.0892
H: -0.607 2.317 0.196  0.0920
H: -2.111 1.527 1.088  0.1487
H: -1.075 -1.816 -1.725  0.1928

Output
Energy above the lowest of the compared OMol25 structures with the same formula, charge and spin: 606.4 kJ/mol
E: -10440.4419 eV
Highest occupied orbital energy: -9.1 eV
Gap between HOMO and LUMO: 10.1 eV
LUMO: 0.038 hartree
SMILES: C1[C@@H]2OC3(CC3)O[C@H]12

---

Entry 3:
Computed, not measured: one molecule with the formula C6H8O3, with the ωB97M-V functional and the def2-TZVPD basis.

Last column: Löwdin charge in e.
Geometry (Å):
C: -1.557 1.238 -0.014  -0.0021
C: -0.364 0.741 -0.785  -0.4218
O: 0.086 1.321 -1.754  0.1058
C: 0.024 -0.751 -0.554  -0.2247
C: -0.524 -1.407 0.717  -0.0420
C: 1.514 -0.689 -0.460  -0.3233
O: 2.361 -1.306 -1.019  0.1480
C: 1.922 0.696 0.336  -0.1399
O: 1.371 1.127 1.308  0.0825
H: -2.419 0.601 -0.204  0.0939
H: -1.780 2.257 -0.323  0.0914
H: -1.355 1.220 1.055  0.0846
H: -0.253 -1.328 -1.444  0.1645
H: -0.262 -0.835 1.604  0.0808
H: -1.607 -1.479 0.662  0.0808
H: -0.105 -2.406 0.825  0.0912
H: 2.947 0.999 0.049  0.1304

Output
Energy above the lowest of the compared OMol25 structures with the same formula, charge and spin: 127.5 kJ/mol
E: -12492.7914 eV
Highest occupied orbital energy: -9.5 eV
Gap between HOMO and LUMO: 9.4 eV
LUMO: -0.006 hartree
SMILES: CC(=O)[C@H](C)C(=O)C=O

---

Entry 4:
Computed, not measured: one molecule with the formula C6H8O3, with the ωB97M-V functional and the def2-TZVPD basis.

Last column: Löwdin charge in e.
Geometry (Å):
C: 0.934 1.871 0.386  0.0009
C: 0.086 1.134 -0.698  -0.2506
O: 0.710 0.288 -1.623  0.0247
C: -0.116 -0.344 -0.675  -0.4098
C: -1.367 -1.039 -1.272  0.0219
C: 0.686 -1.051 0.390  -0.2997
O: 1.768 -1.552 0.274  0.1559
C: 0.013 -1.145 1.827  -0.1425
O: -1.065 -0.718 2.188  0.0802
H: 1.177 1.118 1.165  0.0721
H: 0.241 2.634 0.798  0.0890
H: 1.830 2.385 0.065  0.0774
H: -0.809 1.700 -1.146  0.1646
H: -1.973 -1.417 -0.427  0.0820
H: -1.923 -0.336 -1.987  0.1166
H: -0.950 -1.935 -1.772  0.0926
H: 0.759 -1.593 2.505  0.1246

Output
Energy above the lowest of the compared OMol25 structures with the same formula, charge and spin: 224.2 kJ/mol
E: -12491.7898 eV
Highest occupied orbital energy: -9.8 eV
Gap between HOMO and LUMO: 9.1 eV
LUMO: -0.025 hartree
SMILES: C[C@H]1O[C@@]1(C)C(=O)C=O